Entry 1:
{"formula": "C26H28CoN6O10P2S3", "method": "wB97M-V/def2-TZVPD", "elements": ["Co", "O", "P", "O", "O", "O", "P", "O", "O", "O", "H", "H", "N", "C", "C", "C", "C", "N", "C", "N", "N", "C", "O", "O", "H", "H", "H", "H", "H", "H", "H", "H", "H", "H", "H", "H", "H", "H", "S", "C", "C", "C", "C", "N", "C", "C", "C", "S", "C", "N", "H", "H", "O", "S", "C", "C", "C", "C", "C", "C", "C", "C", "C", "C", "C", "C", "H", "H", "H", "H", "H", "H", "H", "H", "H", "H"], "xyz": [[-0.841, -1.075, 1.103], [1.711, 2.158, 0.947], [1.826, 0.799, 1.824], [3.239, 0.513, 2.131], [1.083, -0.244, 1.018], [0.955, 1.176, 3.148], [-0.656, 1.306, 3.476], [-0.854, 0.206, 4.618], [-0.817, 2.689, 4.096], [-1.436, 0.991, 2.222], [1.093, 2.089, 0.186], [-1.159, -0.672, 4.294], [-0.230, 1.671, -1.186], [-1.589, 1.893, -0.787], [-2.252, 3.140, -1.416], [-1.639, 4.470, -1.006], [-2.014, 4.818, 0.467], [-1.175, 4.303, 1.554], [-0.022, 4.854, 1.874], [0.496, 4.567, 3.081], [0.602, 5.703, 1.039], [-2.525, 0.682, -0.936], [-3.598, 0.760, -1.513], [-1.972, -0.354, -0.440], [-0.101, 1.700, -2.157], [0.103, 0.774, -0.869], [-1.524, 1.996, 0.292], [-3.326, 3.073, -1.243], [-2.310, 3.190, -2.482], [-2.021, 5.252, -1.672], [-0.577, 4.267, -1.096], [-3.044, 4.477, 0.759], [-2.116, 5.923, 0.619], [-1.439, 3.577, 2.257], [0.106, 3.734, 3.649], [1.445, 4.796, 3.309], [0.408, 5.712, 0.041], [1.557, 5.934, 1.253], [-2.308, -1.950, 2.891], [-2.322, -3.646, 2.523], [-3.309, -4.413, 3.188], [-3.474, -5.739, 2.924], [-4.466, -6.536, 3.627], [-5.241, -7.219, 4.142], [-2.667, -6.415, 1.948], [-1.806, -5.642, 1.221], [-1.671, -4.243, 1.445], [-0.402, -3.449, 0.486], [-2.758, -7.772, 1.670], [-2.730, -8.879, 1.452], [-3.964, -3.961, 3.957], [-1.301, -5.977, 0.338], [2.139, -0.201, -5.573], [1.492, -0.239, -4.214], [1.679, -1.896, -3.636], [2.902, -2.557, -3.543], [2.932, -3.816, -2.969], [1.789, -4.538, -2.661], [0.578, -3.869, -2.699], [0.524, -2.566, -3.235], [2.611, 0.493, -3.063], [3.389, 1.620, -3.414], [4.263, 2.175, -2.478], [4.372, 1.646, -1.203], [3.658, 0.526, -0.827], [2.733, -0.003, -1.731], [3.826, -2.035, -3.747], [3.924, -4.287, -2.882], [1.848, -5.561, -2.203], [-0.280, -4.248, -2.155], [-0.478, -2.098, -3.200], [3.383, 1.981, -4.396], [4.820, 3.067, -2.790], [4.945, 2.101, -0.442], [3.804, 0.117, 0.167], [2.180, -0.823, -1.377]], "atomic_forces_ev_per_a": [[-0.4, -0.1, -0.1], [0.1, 0.4, 0.3], [-0.8, 0.2, -0.7], [-0.1, 0.4, 0.8], [-0.9, -0.6, 0.1], [0.0, 0.0, 0.1], [0.6, -0.4, -0.5], [0.0, 0.5, -0.1], [-0.3, -1.1, -0.3], [0.6, 0.2, 0.8], [0.0, -0.1, 0.1], [0.1, 0.2, -0.2], [0.9, 0.5, 0.8], [-1.6, 0.9, -0.1], [-0.2, -0.1, 0.4], [-0.9, -0.8, 1.5], [-1.3, 0.6, 0.7], [0.1, -0.3, 0.2], [0.8, -1.0, 1.4], [0.1, 0.4, -0.5], [0.4, 0.8, -0.7], [1.4, -0.3, 0.0], [-0.6, 0.0, -0.1], [-0.2, -0.9, 0.2], [0.1, 0.0, -1.7], [-0.1, -0.4, 0.2], [-0.3, 0.4, 0.3], [0.0, 0.1, 0.7], [0.7, -0.8, -1.1], [0.4, 0.1, 0.2], [0.4, 0.6, -0.1], [0.9, -0.1, -0.8], [0.5, -0.6, -0.2], [-0.4, 0.5, -0.9], [-0.5, 0.3, -0.4], [0.2, 0.2, -0.5], [-0.2, -0.3, 0.6], [-0.1, -0.1, 0.1], [0.6, 0.4, -0.5], [-1.6, 0.2, 0.2], [0.0, 0.6, 0.6], [-0.3, -2.0, 0.0], [0.3, 0.2, -0.2], [0.1, 0.2, 0.0], [-0.6, 2.0, 0.7], [-0.2, 1.7, -0.3], [1.9, -0.6, -0.3], [-0.8, 0.5, 0.5], [-0.1, 1.2, 0.5], [-0.1, -3.0, -0.7], [0.6, -0.1, -0.6], [0.4, -0.7, 0.0], [-0.2, 0.4, 0.4], [0.2, -0.2, -1.0], [-0.9, -1.1, 0.1], [-0.3, 0.3, 0.7], [1.4, -0.8, -1.2], [-0.2, -0.4, 1.2], [0.2, 0.6, -0.2], [-0.7, -0.3, 0.7], [1.3, 0.9, 2.0], [-0.2, -1.5, 1.4], [-0.3, 0.4, -0.4], [-0.3, -0.1, -0.4], [-0.5, 0.0, -1.0], [1.0, 0.9, -0.9], [0.0, 0.0, -0.2], [-0.5, 0.1, 0.1], [0.0, 1.2, -0.5], [-0.1, -0.2, -0.5], [0.8, 0.1, -0.2], [-0.2, 0.5, -1.3], [-0.1, -0.4, 0.3], [0.9, 0.6, 0.5], [-0.3, 0.0, -0.2], [-0.8, -1.0, 0.2]], "lowdin_spin": [2.75, 0.00, 0.00, 0.00, 0.03, 0.00, 0.00, 0.00, 0.00, 0.02, 0.00, 0.00, 0.00, 0.00, 0.00, 0.00, 0.00, 0.00, 0.00, 0.00, 0.00, 0.01, 0.01, 0.04, 0.00, 0.00, 0.00, 0.00, 0.00, 0.00, 0.00, 0.00, 0.00, 0.00, 0.00, 0.00, 0.00, 0.00, 0.05, 0.00, 0.00, 0.00, 0.00, 0.00, 0.00, 0.00, 0.00, 0.05, 0.00, 0.00, 0.00, 0.00, 0.00, 0.00, 0.00, 0.00, 0.00, 0.00, 0.00, 0.00, 0.00, 0.00, 0.00, 0.00, 0.00, 0.00, 0.00, 0.00, 0.00, 0.00, 0.00, 0.00, 0.00, 0.00, 0.00, 0.00], "spin_multiplicity": 4, "s_squared": 3.7568, "e_tot_ha": -5349.04670, "gap_ev": [5.93, 6.01], "e_homo_ev": [-2.318, -2.403], "total_charge": -2}

Entry 2:
{"formula": "C3H10N2S", "method": "wB97M-V/def2-TZVPD", "elements": ["N", "C", "C", "S", "C", "N", "H", "H", "H", "H", "H", "H", "H", "H", "H", "H"], "xyz": [[-1.862, 0.017, 0.348], [-0.861, -0.859, 0.017], [0.270, -0.905, 1.204], [1.887, -1.233, 0.606], [-0.221, -0.351, -1.311], [-1.117, 0.362, -2.243], [3.803, 3.013, 1.824], [3.296, 2.870, 2.328], [-2.565, -0.450, 0.922], [-1.273, -1.875, -0.077], [0.222, 0.085, 1.650], [0.003, -1.639, 1.961], [0.252, -1.191, -1.826], [0.599, 0.321, -1.005], [-0.642, 1.058, -2.786], [-1.793, 0.778, -1.613]], "atomic_forces_ev_per_a": [[1.2, -0.8, 0.4], [-3.6, 0.8, -3.0], [3.0, 0.4, 1.9], [-1.2, 0.0, 0.1], [1.4, 0.9, -0.2], [-0.7, -1.3, 1.2], [0.3, 0.1, -0.3], [-0.3, -0.1, 0.3], [0.0, 0.0, 0.2], [0.6, -0.2, 0.3], [0.0, 0.0, -0.1], [-0.6, -0.2, -0.4], [0.0, -0.3, 0.2], [-0.2, -0.2, 0.0], [0.2, 0.2, 0.1], [-0.1, 0.6, -0.6]], "lowdin_charge": [0.15, -0.47, -0.61, 0.62, -0.29, -0.01, 0.00, 0.00, 0.07, 0.15, 0.06, 0.06, 0.10, 0.07, 0.06, 0.03], "spin_multiplicity": 1, "e_tot_ha": -627.78729, "gap_ev": 5.46, "e_homo_ev": -8.648, "total_charge": 0}